# 1
A molecular structure, C3H6N2O4 at a distorted geometry, computed with wB97M-V/def2-TZVPD.

Computed properties:
* LUMO energy: -0.46 eV
* relative energy (zero: lowest compared OMol25 entry of this formula, charge and spin): 669.5 kJ/mol
* HOMO-LUMO gap: 8.253 eV
* E_HOMO: -8.710 eV
* strongest force on any atom: 4.36 eV/Å

XYZ file:
```
15
Properties=species:S:1:pos:R:3:mulliken_charge:R:1
C -0.79 0.82 0.41 -0.176
C -0.29 0.14 -0.81 0.723
C 1.36 0.38 -0.91 0.486
N -1.18 -2.18 0.00 -0.438
N -0.22 1.18 1.60 -0.405
O -0.59 -0.99 0.54 -0.379
O 2.07 0.16 0.21 -0.434
O -0.92 0.12 -1.87 -0.642
O 1.89 0.42 -1.99 -0.519
H 3.00 0.05 -0.06 0.342
H -1.50 1.59 0.11 0.404
H -2.19 -1.99 0.02 0.259
H -1.02 -2.26 -1.01 0.275
H 0.27 0.41 2.06 0.239
H 0.13 2.13 1.69 0.265
```

***

# 2
A molecular structure, C21H18N4OZr, computed with wB97M-V/def2-TZVPD.

Computed properties:
* LUMO energy: -7.33 eV
* HOMO-LUMO gap: 7.574 eV
* total charge: +2
* E_HOMO: -14.901 eV
* strongest force on any atom: 0.54 eV/Å

XYZ file:
```
45
Properties=species:S:1:pos:R:3:mulliken_charge:R:1
Zr 0.05 -0.18 0.25 1.557
O 1.23 -1.70 -0.05 -0.878
C 2.45 -1.21 0.30 0.539
C 3.49 -1.22 -0.64 -0.723
C 4.73 -0.71 -0.31 -0.500
C 4.95 -0.15 0.95 -0.797
C 3.93 -0.10 1.88 -0.830
C 2.67 -0.64 1.58 0.673
C 1.63 -0.62 2.62 0.375
N 0.33 -0.40 2.37 0.005
C -0.33 -0.41 3.59 -0.235
C 0.60 -0.61 4.57 -0.639
N 1.81 -0.75 3.94 -0.030
H 3.30 -1.68 -1.60 0.512
H 5.53 -0.75 -1.03 0.444
H 5.92 0.26 1.19 0.463
H 4.11 0.36 2.84 0.506
H -1.39 -0.27 3.67 0.514
H 0.50 -0.68 5.64 0.434
H 2.69 -0.96 4.39 0.244
C -3.08 -0.76 -0.06 -1.385
N -2.02 0.19 0.30 -0.055
C -2.19 1.49 0.08 -0.145
C -1.11 2.37 -0.07 0.247
C -1.09 3.75 -0.28 -0.715
C 0.24 4.12 -0.46 -0.837
C 1.00 2.96 -0.38 -0.085
N 0.23 1.88 -0.13 -0.156
C -2.94 -1.09 -1.53 1.335
C -1.69 -1.25 -2.12 0.585
C -1.55 -1.54 -3.47 -1.067
C -2.69 -1.68 -4.26 -0.522
C -3.94 -1.52 -3.68 -0.623
C -4.07 -1.22 -2.34 -0.714
H -4.06 -0.34 0.16 0.495
H -2.96 -1.65 0.55 0.333
H -3.20 1.87 -0.04 0.453
H -1.96 4.39 -0.31 0.484
H 0.61 5.11 -0.64 0.455
H 2.07 2.86 -0.48 0.533
H -0.73 -1.23 -1.57 0.070
H -0.57 -1.67 -3.90 0.452
H -2.60 -1.90 -5.31 0.410
H -4.83 -1.62 -4.29 0.409
H -5.05 -1.10 -1.91 0.410
```

***

# 3
A molecular structure, C8H18IO7PS, computed with wB97M-V/def2-TZVPD.

Computed properties:
* LUMO energy: 0.12 eV
* HOMO-LUMO gap: 9.557 eV
* E_HOMO: -9.441 eV
* strongest force on any atom: 0.66 eV/Å

XYZ file:
```
36
Properties=species:S:1:pos:R:3:mulliken_charge:R:1
C -2.53 -0.12 -2.43 -1.245
C -2.27 -0.19 -0.91 -0.164
C -2.78 1.05 -0.16 -0.810
C -1.71 2.12 0.02 -0.427
O -1.11 1.86 1.29 -0.266
O 0.22 2.41 1.31 -0.189
S -0.01 4.00 1.76 0.689
O -0.56 4.02 3.08 -0.521
O 1.62 4.17 1.91 -0.114
P 2.11 5.59 2.60 0.241
O 3.67 5.31 2.28 -0.410
I 1.50 7.26 0.84 -0.125
H -3.17 -0.95 -2.74 0.317
H -3.00 0.81 -2.73 0.392
H -1.61 -0.23 -3.01 0.290
H -2.80 -1.06 -0.53 0.354
H -1.21 -0.34 -0.70 0.117
H -3.63 1.48 -0.68 0.458
H -3.10 0.75 0.84 0.302
H -2.17 3.11 -0.01 0.381
H -0.94 2.05 -0.75 0.385
H 4.18 6.06 2.61 0.340
O -0.44 -3.87 -2.35 -0.561
C 0.40 -3.88 -1.50 0.789
O 0.06 -3.49 -0.25 -0.389
C 0.93 -3.64 0.88 -0.429
C 1.87 -2.46 1.03 -0.845
C 1.85 -4.21 -1.80 -0.981
H 1.45 -4.59 0.85 0.365
H 0.26 -3.68 1.74 0.327
H 2.55 -2.39 0.18 0.266
H 2.47 -2.57 1.94 0.367
H 1.31 -1.53 1.09 0.190
H 2.35 -3.31 -2.15 0.253
H 1.86 -4.95 -2.60 0.307
H 2.40 -4.62 -0.96 0.343
```

***

# 4
A molecular structure, C71H77Ge2InN4O4S7 at a distorted geometry, computed with wB97M-V/def2-TZVPD.

Computed properties:
* LUMO energy: 3.84 eV
* relative energy (zero: lowest compared OMol25 entry of this formula, charge and spin): 61.7 kJ/mol
* HOMO-LUMO gap: 5.957 eV
* total charge: -2
* E_HOMO: -2.117 eV
* strongest force on any atom: 1.89 eV/Å

XYZ file:
```
166
Properties=species:S:1:pos:R:3:mulliken_charge:R:1
In 1.16 1.66 -0.07 2.805
O 5.37 1.93 1.48 -1.000
C 4.29 1.58 1.00 -0.387
O 3.39 2.33 0.54 0.039
C 4.01 0.08 0.91 0.843
C 4.99 -0.83 1.25 -0.620
C 4.69 -2.18 1.19 -1.006
C 3.43 -2.55 0.76 -0.236
C 2.53 -1.56 0.39 -0.670
N 2.81 -0.28 0.47 1.368
H 5.96 -0.47 1.57 0.562
H 5.43 -2.92 1.48 0.396
H 3.12 -3.59 0.70 0.539
H 1.56 -1.83 0.02 -0.699
C -7.67 -2.50 -0.29 -1.894
C -6.52 -2.36 0.66 1.026
C -5.68 -3.43 0.91 -0.930
C -4.65 -3.33 1.84 1.609
C -3.76 -4.51 2.12 -1.743
C -4.46 -2.13 2.52 0.174
C -5.28 -1.04 2.26 1.330
C -5.09 0.27 2.97 -1.947
C -6.31 -1.17 1.34 -0.929
C -3.44 -2.05 3.60 -1.072
C -3.88 -2.31 4.89 0.267
C -3.00 -2.26 5.96 -1.176
C -1.68 -1.95 5.71 0.089
C -1.23 -1.67 4.43 -0.827
C -2.11 -1.72 3.35 0.193
Ge -1.47 -1.17 1.49 0.185
S -0.31 0.62 1.86 -0.851
S -2.90 -0.84 -0.30 0.013
Ge -1.13 -1.83 -1.45 0.650
S 0.45 -0.54 -2.13 -1.243
S -0.60 -3.02 0.46 0.145
C -1.61 -3.10 -2.98 -1.070
C -1.01 -4.35 -3.10 -0.754
C -1.29 -5.16 -4.19 0.035
C -2.14 -4.74 -5.19 -0.856
C -2.71 -3.49 -5.10 0.232
C -2.44 -2.66 -4.01 -0.771
C -3.00 -1.29 -4.04 0.522
C -2.31 -0.29 -4.72 1.101
C -0.99 -0.56 -5.37 -1.723
C -2.86 0.99 -4.76 -0.851
C -4.06 1.28 -4.13 0.982
C -4.60 2.69 -4.11 -1.862
C -4.74 0.26 -3.50 -0.796
C -4.24 -1.03 -3.46 1.092
C -5.02 -2.13 -2.80 -1.257
C -0.02 -4.87 -2.13 0.591
C 1.34 -4.58 -2.29 1.295
C 1.81 -3.65 -3.36 -1.596
C 2.25 -5.15 -1.41 -0.874
C 1.85 -6.01 -0.40 0.897
C 2.85 -6.59 0.57 -1.859
C 0.50 -6.32 -0.28 -0.728
C -0.43 -5.77 -1.14 1.356
C -1.89 -6.09 -1.00 -1.692
C 0.22 -1.34 4.33 0.614
C 1.14 -2.32 3.98 0.758
C 0.71 -3.71 3.61 -1.536
C 2.50 -2.01 4.01 -0.679
C 2.95 -0.76 4.36 0.730
C 4.42 -0.43 4.44 -1.895
C 2.01 0.20 4.72 -0.681
C 0.66 -0.08 4.73 1.062
C -0.32 0.97 5.18 -1.553
H -7.50 -3.30 -1.00 0.346
H -7.83 -1.57 -0.84 0.362
H -8.59 -2.72 0.26 0.434
H -5.82 -4.36 0.38 0.280
H -4.17 -5.41 1.68 0.490
H -3.64 -4.65 3.19 0.373
H -2.77 -4.32 1.70 0.141
H -4.16 0.28 3.53 0.154
H -5.91 0.45 3.67 0.392
H -5.07 1.09 2.25 0.413
H -6.96 -0.33 1.14 0.375
H -4.93 -2.54 5.06 0.470
H -3.35 -2.44 6.97 0.358
H -0.97 -1.92 6.53 0.511
H -0.80 -6.13 -4.26 0.486
H -2.34 -5.38 -6.04 0.393
H -3.36 -3.12 -5.89 0.424
H -0.95 -1.57 -5.77 0.279
H -0.21 -0.49 -4.61 0.125
H -0.78 0.16 -6.15 0.519
H -2.33 1.77 -5.29 0.242
H -4.03 3.33 -4.78 0.346
H -4.52 3.09 -3.10 0.315
H -5.65 2.71 -4.41 0.487
H -5.69 0.47 -3.01 0.430
H -6.07 -1.88 -2.76 0.623
H -4.66 -2.26 -1.78 -0.125
H -4.89 -3.07 -3.34 0.247
H 1.13 -3.67 -4.22 0.313
H 2.81 -3.91 -3.68 0.551
H 1.82 -2.63 -2.98 -0.019
H 3.30 -4.91 -1.53 0.204
H 3.85 -6.24 0.35 0.317
H 2.84 -7.68 0.54 0.518
H 2.60 -6.28 1.59 0.235
H 0.17 -6.99 0.50 0.339
H -2.06 -6.79 -0.19 0.471
H -2.28 -6.51 -1.93 0.391
H -2.45 -5.17 -0.80 0.097
H -0.21 -3.98 4.13 0.322
H 1.49 -4.43 3.85 0.589
H 0.51 -3.76 2.54 -0.234
H 3.21 -2.79 3.74 0.222
H 5.03 -1.28 4.14 0.292
H 4.69 -0.16 5.47 0.545
H 4.65 0.42 3.80 0.259
H 2.35 1.20 4.99 0.363
H 0.19 1.91 5.36 0.425
H -0.83 0.66 6.09 0.352
H -1.06 1.13 4.40 0.251
C 3.30 7.84 1.55 -1.012
C 1.79 7.61 1.57 -0.657
N 1.43 6.28 1.99 0.306
C 1.03 6.07 3.36 -0.955
C 2.16 5.56 4.25 -0.809
C 1.47 5.25 1.09 0.164
S 0.99 3.74 1.67 -0.424
N 1.83 5.65 -0.13 0.013
C 2.02 4.92 -1.21 -0.921
O 1.98 3.69 -1.37 -1.060
C 2.32 5.76 -2.42 1.332
C 2.40 5.14 -3.67 -0.333
C 2.65 5.89 -4.81 -1.133
C 2.82 7.26 -4.71 -0.359
C 2.75 7.88 -3.48 -0.804
C 2.51 7.13 -2.34 -0.089
H 3.53 8.85 1.20 0.352
H 3.75 7.12 0.87 0.074
H 3.73 7.70 2.54 0.420
H 1.39 7.76 0.56 0.399
H 1.32 8.33 2.25 0.423
H 0.23 5.32 3.36 0.478
H 0.64 7.02 3.75 0.422
H 2.55 4.64 3.83 0.085
H 1.77 5.35 5.25 0.379
H 2.96 6.28 4.33 0.322
H 2.27 4.07 -3.72 0.389
H 2.70 5.40 -5.77 0.401
H 3.01 7.84 -5.61 0.362
H 2.89 8.95 -3.40 0.406
H 2.45 7.61 -1.37 0.192
S 4.56 0.17 -2.71 -0.323
C 5.21 1.57 -2.18 0.306
N 4.56 2.69 -1.89 0.349
C 5.30 3.79 -1.32 -0.341
C 6.66 3.25 -0.87 -0.510
S 6.97 1.81 -1.95 -0.253
H 3.55 2.70 -1.76 -0.215
H 4.74 4.18 -0.46 -0.094
H 5.41 4.58 -2.07 0.505
H 6.61 2.87 0.15 0.188
H 7.47 3.96 -0.98 0.503
C -0.80 2.52 -2.62 0.501
C -0.58 2.77 -1.18 -0.019
O -1.18 3.54 -0.49 -0.514
H -1.60 3.15 -3.01 0.343
H -1.05 1.47 -2.74 -0.609
H 0.14 2.69 -3.14 -0.112
```

***

# 5
8 unconnected molecules or ions with the total composition C24H56N8O8 at a distorted geometry, computed with wB97M-V/def2-TZVPD.

Computed properties:
* LUMO energy (alpha / beta): 2.08 / 2.02 eV
* relative energy (zero: lowest compared OMol25 entry of this formula, charge and spin): 646.5 kJ/mol
* multiplicity: 2
* HOMO-LUMO gap (alpha / beta): 1.658 / 8.985 eV
* total charge: -1
* E_HOMO (alpha / beta): 0.419 / -6.962 eV
* strongest force on any atom: 5.74 eV/Å

XYZ file:
```
96
Properties=species:S:1:pos:R:3:mulliken_charge:R:1
C -5.23 0.26 3.07 -0.671
O -4.20 -0.38 2.85 -0.220
N -5.32 1.56 3.49 0.875
C -6.54 2.33 3.59 -1.296
C -4.15 2.34 3.51 -1.305
H -6.19 -0.15 2.72 0.185
H -6.60 3.04 4.42 0.335
H -7.39 1.66 3.63 0.278
H -6.71 2.72 2.59 0.544
H -3.41 1.90 4.17 0.254
H -3.63 2.37 2.55 0.449
H -4.36 3.36 3.84 0.312
C -2.43 -3.86 7.27 0.030
O -2.06 -4.11 8.45 -0.621
N -1.70 -3.53 6.15 0.177
C -0.25 -3.72 6.21 -0.929
C -2.34 -3.05 4.86 -1.020
H -3.49 -3.72 6.99 0.358
H 0.25 -2.86 5.76 0.305
H 0.02 -4.61 5.65 0.306
H 0.10 -3.75 7.24 0.340
H -3.04 -3.84 4.59 0.389
H -3.03 -2.21 4.94 0.393
H -1.67 -2.85 4.03 0.227
C -1.18 -0.84 -4.84 -0.526
O -0.80 -0.32 -3.83 -0.272
N -0.74 -0.44 -6.08 1.480
C -0.52 0.84 -6.49 -0.476
C -0.64 -1.52 -7.13 -1.171
H -1.76 -1.78 -4.74 -0.302
H -1.05 0.88 -7.45 0.535
H 0.54 1.09 -6.53 0.261
H -0.84 1.51 -5.69 -0.577
H -1.26 -1.32 -8.00 0.341
H 0.40 -1.67 -7.43 0.380
H -1.13 -2.42 -6.75 0.194
C 3.16 1.31 3.66 0.138
O 3.17 2.52 3.86 -0.614
N 4.18 0.71 3.04 0.174
C 4.32 -0.67 2.86 -0.779
C 5.18 1.52 2.35 -0.911
H 2.37 0.65 4.06 0.349
H 5.36 -0.94 3.05 0.291
H 4.05 -0.75 1.81 0.222
H 3.68 -1.26 3.51 0.283
H 6.20 1.17 2.50 0.415
H 5.10 1.37 1.27 0.089
H 5.38 2.57 2.55 0.334
C -0.51 -0.81 1.86 0.268
O 0.15 -1.39 2.69 -0.706
N -0.11 -0.14 0.82 0.425
C -1.00 0.50 -0.24 -0.918
C 1.35 0.20 0.62 -1.268
H -1.61 -0.91 1.84 0.262
H -2.06 0.42 0.01 0.494
H -0.82 0.07 -1.22 0.238
H -0.82 1.57 -0.30 0.262
H 1.65 1.13 1.10 0.357
H 2.08 -0.57 0.89 0.293
H 1.65 0.40 -0.41 0.290
C 6.94 2.07 -0.72 0.001
O 6.46 3.23 -0.61 -0.593
N 6.19 1.02 -1.09 0.453
C 6.89 -0.19 -1.43 -1.158
C 4.77 1.13 -1.32 -1.145
H 8.01 1.84 -0.61 0.327
H 6.31 -1.10 -1.28 0.319
H 7.71 -0.31 -0.72 0.414
H 7.07 -0.12 -2.50 0.357
H 4.44 0.09 -1.33 0.352
H 4.21 1.70 -0.59 0.164
H 4.41 1.65 -2.21 0.486
C 0.93 2.93 -3.85 0.327
O 2.06 3.35 -3.80 -0.612
N -0.14 3.64 -3.23 0.582
C -1.58 3.35 -3.22 -1.616
C 0.28 4.95 -2.57 -1.262
H 0.58 1.96 -4.24 0.101
H -1.75 2.36 -3.65 0.054
H -2.09 4.12 -3.81 0.275
H -1.69 3.45 -2.14 0.785
H 1.36 4.96 -2.45 0.258
H 0.04 5.82 -3.19 0.384
H -0.10 5.26 -1.60 0.444
C -2.98 -4.10 -3.51 -0.079
O -2.56 -5.21 -3.82 -0.573
N -2.62 -3.34 -2.48 0.572
C -3.05 -1.97 -2.30 -1.180
C -1.80 -3.81 -1.39 -1.109
H -3.81 -3.61 -4.05 0.373
H -3.49 -1.83 -1.31 0.438
H -3.69 -1.65 -3.12 0.595
H -2.17 -1.34 -2.28 -0.204
H -0.92 -3.20 -1.19 0.269
H -2.46 -3.85 -0.52 0.337
H -1.49 -4.82 -1.69 0.316
```

***

# 6
5 unconnected molecules or ions with the total composition C15H45O20P5 at a distorted geometry, computed with wB97M-V/def2-TZVPD.

Computed properties:
* LUMO energy: 0.70 eV
* relative energy (zero: lowest compared OMol25 entry of this formula, charge and spin): 487.1 kJ/mol
* SMILES: COP(=O)(OC)OC.COP(=O)(OC)OC.COP(=O)(OC)OC.COP(=O)(OC)OC.COP(=O)(OC)OC
* HOMO-LUMO gap: 11.211 eV
* E_HOMO: -10.509 eV
* strongest force on any atom: 4.78 eV/Å

XYZ file:
```
85
Properties=species:S:1:pos:R:3:mulliken_charge:R:1
C -6.11 6.49 -0.70 -0.712
O -6.97 6.29 -1.84 -0.350
P -8.63 6.50 -1.72 1.032
O -9.16 5.72 -0.59 -0.626
O -8.77 8.15 -1.77 -0.305
C -8.38 8.95 -0.60 -0.677
O -9.23 6.03 -3.19 -0.355
C -10.66 6.02 -3.33 -0.747
H -6.61 6.30 0.25 0.348
H -5.85 7.54 -0.59 0.261
H -5.20 5.89 -0.60 0.303
H -8.46 8.43 0.35 0.357
H -8.84 9.93 -0.72 0.283
H -7.31 9.11 -0.68 0.251
H -10.90 6.47 -4.30 0.320
H -11.32 6.56 -2.65 0.309
H -11.18 5.07 -3.34 0.306
C -1.22 -0.17 1.54 -0.680
O -0.05 -0.28 2.24 -0.346
P 0.51 0.94 3.28 1.092
O -0.42 1.97 3.65 -0.672
O 1.84 1.58 2.62 -0.287
C 2.39 2.71 3.21 -0.612
O 1.12 0.09 4.53 -0.304
C 0.45 0.23 5.73 -0.656
H -1.83 0.48 2.17 0.302
H -1.89 -1.02 1.43 0.278
H -1.03 0.28 0.56 0.279
H 1.67 3.52 3.14 0.282
H 3.35 2.98 2.76 0.240
H 2.65 2.49 4.25 0.261
H 1.13 0.69 6.45 0.231
H 0.17 -0.77 6.05 0.246
H -0.52 0.72 5.59 0.345
C 11.93 -4.06 7.99 -0.711
O 11.96 -2.61 7.90 -0.283
P 12.69 -1.86 6.69 1.041
O 12.92 -2.68 5.43 -0.716
O 13.99 -1.17 7.35 -0.322
C 13.92 -0.74 8.65 -0.627
O 11.61 -0.68 6.38 -0.309
C 10.96 -0.52 5.06 -0.590
H 11.04 -4.65 8.18 0.278
H 12.48 -4.40 8.86 0.290
H 12.43 -4.49 7.12 0.323
H 14.56 0.14 8.69 0.262
H 14.43 -1.57 9.15 0.261
H 12.95 -0.37 8.99 0.318
H 11.53 0.30 4.60 0.241
H 9.96 -0.30 5.44 0.234
H 10.97 -1.41 4.44 0.310
C 7.70 -2.84 -3.50 -0.654
O 7.53 -1.45 -3.63 -0.299
P 7.38 -0.81 -5.17 1.116
O 8.05 -1.58 -6.22 -0.679
O 5.77 -0.79 -5.27 -0.379
C 4.99 -0.02 -4.43 -0.657
O 7.70 0.75 -4.95 -0.294
C 9.09 1.21 -4.75 -0.635
H 8.05 -3.37 -4.39 0.331
H 6.80 -3.33 -3.14 0.245
H 8.44 -2.85 -2.70 0.222
H 4.53 0.87 -4.86 0.247
H 5.53 0.20 -3.51 0.322
H 4.22 -0.72 -4.11 0.287
H 8.94 1.63 -3.76 0.269
H 9.20 2.12 -5.35 0.241
H 9.79 0.39 -4.90 0.318
C -11.38 -5.16 -7.15 -0.665
O -11.97 -5.09 -5.83 -0.271
P -11.63 -6.15 -4.71 0.982
O -11.51 -7.57 -5.15 -0.652
O -10.25 -5.43 -4.17 -0.338
C -10.25 -4.17 -3.67 -0.729
O -12.56 -5.85 -3.42 -0.262
C -13.52 -6.81 -3.13 -0.716
H -11.99 -5.78 -7.80 0.282
H -10.42 -5.67 -7.09 0.311
H -11.28 -4.22 -7.69 0.270
H -9.73 -4.15 -2.71 0.302
H -11.18 -3.59 -3.58 0.305
H -9.64 -3.44 -4.20 0.304
H -14.42 -6.28 -2.80 0.268
H -13.14 -7.50 -2.38 0.266
H -13.90 -7.35 -4.00 0.343
```